--- P ---
Entry from the OMol25 dataset: the molecule C2H4N2O (ωB97M-V with the def2-TZVPD basis set).

XYZ file:
```
9
C2H4N2O (ωB97M-V with the def2-TZVPD basis set)
C -0.1439 1.0321 -0.1380
C 1.0828 0.2582 -0.0574
N -1.2448 0.5173 0.2127
N 1.1379 -1.1282 -0.3370
O 2.0861 0.8186 0.3742
H 0.1490 2.0904 -0.4708
H -1.9864 1.0922 0.2842
H 0.3706 -1.6146 -0.6772
H 2.0363 -1.5563 -0.3429
```

Computed properties:
* expectation value of S²: 2.015
* HOMO-LUMO gap (spin up / spin down): 7.22 / 5.84 eV
* HOMO (spin up / spin down): -6.19 / -9.46 eV
* multiplicity: 3



--- Q ---
Entry from the OMol25 dataset: a structure of composition C2H4N2O (ωB97M-V with the def2-TZVPD basis set).

XYZ file:
```
9
C2H4N2O (ωB97M-V with the def2-TZVPD basis set)
C -0.4284 -1.0431 0.1139
C 0.5735 -0.1890 0.0482
N -1.3481 0.0230 -0.0989
N -0.2117 0.9585 0.0853
O 1.9496 -0.2289 0.0310
H -0.5854 -2.1042 0.1677
H -2.0915 0.1253 0.6177
H -0.0128 1.6730 -0.7575
H 2.1548 0.7854 -0.2075
```

Computed properties:
* expectation value of S²: 2.006
* HOMO-LUMO gap (spin up / spin down): 4.59 / 8.22 eV
* HOMO (spin up / spin down): -3.82 / -10.66 eV
* multiplicity: 3



Most stable structure: P



--- P ---
Entry from the OMol25 dataset: a cluster of 2 separate species, C3H6NO3S in total (ωB97M-V with the def2-TZVPD basis set).

XYZ file:
```
14
C3H6NO3S (ωB97M-V with the def2-TZVPD basis set)
C -0.0302 0.2835 1.5421
C -0.9567 0.4392 0.5569
C 0.3915 -0.2386 -1.2711
N -0.8722 0.1659 -0.7373
O -1.9572 2.9972 -2.9092
O -2.6591 3.4405 -0.5871
O -3.9472 1.8588 -1.9860
S -2.6776 2.5293 -1.7280
H -0.2769 0.4895 2.5712
H 0.9632 -0.0869 1.3535
H -1.9407 0.8035 0.8454
H 0.2806 -0.3558 -2.3509
H 1.1981 0.4823 -1.0735
H 0.7059 -1.2057 -0.8499
```

Computed properties:
* HOMO-LUMO gap (spin up / spin down): 8.72 / 4.88 eV
* HOMO (spin up / spin down): -4.98 / -2.76 eV
* net charge: -1



--- Q ---
Entry from the OMol25 dataset: the ion C3H6NO3S with charge -1 (ωB97M-V with the def2-TZVPD basis set).

XYZ file:
```
14
C3H6NO3S (ωB97M-V with the def2-TZVPD basis set)
H 2.9070 -1.3290 0.4625
N 2.0840 -0.8919 0.9175
C 1.3853 -0.2335 0.0841
C 0.1872 0.4430 0.5288
C -1.0476 0.0716 -0.2990
S 0.1249 2.2918 0.3085
O 0.0836 2.5059 -1.1618
O -1.1543 2.7177 0.9412
O 1.3308 2.8251 0.9243
H 1.5999 -0.2722 -0.9580
H -0.1984 0.3560 1.4902
H -0.9121 0.1576 -1.3917
H -1.5985 -0.8176 0.1853
H -1.7405 0.9828 -0.2192
```

Computed properties:
* HOMO-LUMO gap: 8.88 eV
* HOMO: -5.00 eV
* SMILES string: [H]/N=C/[C@H](C)S(=O)(=O)[O-]
* net charge: -1



Most stable structure: Q



--- P ---
Entry from the OMol25 dataset: the molecule C22H31N3O3 (ωB97M-V with the def2-TZVPD basis set).

XYZ file:
```
59
C22H31N3O3 (ωB97M-V with the def2-TZVPD basis set)
O -1.3483 -2.1127 -0.4194
C -1.9872 -1.5606 0.4723
C -1.5584 -1.7785 1.9155
C -0.1164 -1.2782 2.0718
C -0.0426 0.1483 1.6736
N -0.7991 1.1207 2.0652
N -0.4022 2.2255 1.3934
C 0.5743 1.8733 0.6228
C 1.3187 2.7220 -0.3323
C 2.7438 3.0383 0.1467
C 3.6149 1.8049 0.3823
C 3.8522 0.9719 -0.8832
C 4.6832 -0.2336 -0.5502
C 6.0694 -0.1566 -0.5154
C 6.8286 -1.2588 -0.1650
C 6.2092 -2.4538 0.1586
C 4.8278 -2.5405 0.1282
C 4.0713 -1.4367 -0.2225
O 0.8550 0.5570 0.7557
N -3.0532 -0.7911 0.1876
C -3.7455 0.1218 1.0716
C -5.2226 -0.2517 1.1666
C -5.8400 -0.2000 -0.2271
C -5.0594 -1.1152 -1.1662
C -3.5568 -0.8044 -1.1842
C -3.2236 0.4778 -1.9603
C -1.7449 0.8706 -1.8451
O -0.8501 -0.0882 -2.3332
H -2.2031 -1.2926 2.6407
H -1.5772 -2.8563 2.0901
H 0.5460 -1.8466 1.4173
H 0.2121 -1.3950 3.1065
H 0.7593 3.6506 -0.4465
H 1.3522 2.2071 -1.2941
H 3.2150 3.6755 -0.6044
H 2.6787 3.6078 1.0768
H 4.5812 2.1331 0.7734
H 3.1612 1.1671 1.1431
H 4.3588 1.5871 -1.6302
H 2.8970 0.6425 -1.2932
H 6.5576 0.7739 -0.7700
H 7.9065 -1.1859 -0.1454
H 6.8013 -3.3153 0.4308
H 4.3393 -3.4720 0.3757
H 2.9932 -1.5077 -0.2518
H -3.2759 0.1429 2.0517
H -3.6544 1.1323 0.6582
H -5.7300 0.4413 1.8382
H -5.3180 -1.2598 1.5761
H -5.8185 0.8266 -0.5966
H -6.8835 -0.5177 -0.1920
H -5.4470 -1.0355 -2.1826
H -5.1908 -2.1487 -0.8367
H -3.0466 -1.6348 -1.6851
H -3.8234 1.3176 -1.6086
H -3.4633 0.3029 -3.0101
H -1.5706 1.7716 -2.4414
H -1.5247 1.1188 -0.7963
H -0.9305 -0.9023 -1.8014
```

Computed properties:
* HOMO-LUMO gap: 9.77 eV
* HOMO: -8.99 eV
* SMILES string: O=C(CCc1nnc(CCCCc2ccccc2)o1)N1CCCC[C@H]1CCO



--- Q ---
Entry from the OMol25 dataset: the molecule C22H31N3O3 (ωB97M-V with the def2-TZVPD basis set).

XYZ file:
```
59
C22H31N3O3 (ωB97M-V with the def2-TZVPD basis set)
C -0.2109 6.2783 4.7604
O -1.1475 5.9618 3.7632
C -0.8534 4.9380 2.9012
C 0.3107 4.1798 2.9228
C 0.4978 3.1653 2.0032
C -0.4537 2.8766 1.0241
N -0.2427 1.8077 0.1536
C -1.3420 1.3085 -0.6382
C -1.0315 -0.1324 -1.0518
N 0.1831 -0.1421 -1.8371
C 0.4241 -1.3318 -2.6344
C 0.9970 -2.5619 -1.8884
N 0.0707 -3.1462 -0.9513
C 0.2762 -3.1239 0.3865
O 1.2348 -2.5652 0.8782
C -0.7837 -3.8628 1.2168
C -2.1466 -3.1798 1.0587
C -0.3596 -3.8119 2.6855
C -0.8645 -5.3246 0.7616
C 1.3344 -0.9709 -3.7716
C 2.6906 -1.0181 -3.9191
C 2.9686 -0.5046 -5.2098
C 1.7627 -0.1834 -5.7480
O 0.7709 -0.4641 -4.8875
C 1.2875 0.3178 -1.0169
C 0.9970 1.7563 -0.5949
C -1.6188 3.6486 1.0124
C -1.8151 4.6538 1.9356
H 0.7459 6.5949 4.3307
H -0.6433 7.1063 5.3206
H -0.0411 5.4345 5.4380
H 1.0794 4.3595 3.6583
H 1.3986 2.5737 2.0622
H -2.2515 1.3128 -0.0351
H -1.5027 1.9120 -1.5467
H -1.8570 -0.5213 -1.6530
H -0.9337 -0.7374 -0.1377
H -0.5440 -1.6080 -3.0734
H 1.8797 -2.2736 -1.3161
H 1.2840 -3.3125 -2.6327
H -0.7496 -3.5912 -1.3274
H -2.4821 -3.1747 0.0233
H -2.0989 -2.1512 1.4096
H -2.8907 -3.7068 1.6527
H -0.2510 -2.7803 3.0094
H -1.1001 -4.3040 3.3116
H 0.5996 -4.3056 2.8169
H 0.1215 -5.7837 0.7842
H -1.5160 -5.8811 1.4324
H -1.2642 -5.4170 -0.2462
H 3.4059 -1.3786 -3.2086
H 3.9312 -0.3935 -5.6648
H 1.4877 0.2313 -6.6973
H 2.2037 0.2916 -1.6090
H 1.4156 -0.3021 -0.1155
H 1.8155 2.1359 0.0143
H 0.9188 2.3775 -1.5034
H -2.3811 3.4777 0.2687
H -2.7164 5.2465 1.9192
```

Computed properties:
* HOMO-LUMO gap: 7.88 eV
* HOMO: -7.26 eV
* SMILES string: COc1ccc(N2CCN([C@H](CNC(=O)C(C)(C)C)c3ccco3)CC2)cc1



Most stable structure: P



--- P ---
Entry from the OMol25 dataset: a cluster of 2 separate species, C4H13N in total (ωB97M-V with the def2-TZVPD basis set).

XYZ file:
```
18
C4H13N (ωB97M-V with the def2-TZVPD basis set)
C -2.1080 1.7608 -0.8571
N -3.5567 1.4527 -0.7735
C -3.9374 0.4684 -1.7918
H -1.5706 0.8240 -0.9874
H -1.7362 2.2604 0.0370
H -1.9184 2.4431 -1.6831
H -3.6040 1.0426 0.1476
H -5.0206 0.4889 -1.8427
H -3.4714 0.7639 -2.7319
H -3.5040 -0.5148 -1.5518
C 3.8515 -1.1797 2.2547
C 3.6979 -1.5683 0.7693
H 3.6885 -0.1139 2.4078
H 3.1636 -1.7261 2.8914
H 4.8698 -1.4038 2.5684
H 3.0240 -0.9324 0.2067
H 3.4315 -2.6074 0.5670
H 4.7005 -1.4585 0.3693
```

Computed properties:
* HOMO-LUMO gap: 9.91 eV
* HOMO: -8.95 eV
* SMILES string: CNC.CC



--- Q ---
Entry from the OMol25 dataset: a cluster of 2 separate species, C4H13N in total (ωB97M-V with the def2-TZVPD basis set).

XYZ file:
```
18
C4H13N (ωB97M-V with the def2-TZVPD basis set)
C -0.8444 -0.7733 1.3907
N -2.2431 -1.3167 1.3231
C -2.8105 -0.6192 0.0103
H -0.6531 0.1999 1.0098
H -0.3781 -0.8755 2.3337
H -0.1036 -1.3512 0.6666
H -2.6877 -1.1167 2.2070
H -2.1233 0.1350 -0.5932
H -3.6129 0.0433 0.3632
H -3.2063 -1.3772 -0.6505
C 1.6271 0.6791 -0.7811
C 3.0842 1.0381 -1.2284
H 0.8848 1.3747 -1.2654
H 1.3638 0.8162 0.3022
H 1.5142 -0.3618 -0.9912
H 3.3286 0.4008 -2.1773
H 2.9759 2.0956 -1.4425
H 3.8844 1.0089 -0.4771
```

Computed properties:
* HOMO-LUMO gap: 9.99 eV
* HOMO: -8.92 eV
* SMILES string: CNC.CC



Most stable structure: P



--- P ---
Entry from the OMol25 dataset: the molecule C3H6BrP (ωB97M-V with the def2-TZVPD basis set).

XYZ file:
```
11
C3H6BrP (ωB97M-V with the def2-TZVPD basis set)
C -1.7876 0.1300 0.4616
C -0.2918 0.3852 -0.0208
C 1.0227 0.0421 0.2341
P 2.4020 0.5863 -0.8481
Br 4.0518 -0.2438 0.3592
H -2.2469 1.1436 0.4408
H -2.3961 -0.5234 -0.2033
H -1.8809 -0.1347 1.4920
H -0.4158 1.0378 -0.9987
H 1.3381 -0.6459 1.0608
H 2.3955 -0.5904 -1.8172
```

Computed properties:
* HOMO-LUMO gap: 9.66 eV
* HOMO: -9.07 eV
* SMILES string: C/C=C/PBr



--- Q ---
Entry from the OMol25 dataset: a cluster of 2 separate species, C3H6BrP in total (ωB97M-V with the def2-TZVPD basis set).

XYZ file:
```
11
C3H6BrP (ωB97M-V with the def2-TZVPD basis set)
C 0.1777 -0.6646 -0.1870
C 0.3354 -0.3071 1.2708
C 0.4824 0.4379 -1.1237
P -0.3993 -2.1418 -0.8343
Br -3.2201 0.7501 0.2140
H 1.5152 -0.1432 1.4014
H -0.2157 0.5909 1.3239
H -0.1481 -0.9490 1.9652
H 0.1807 0.2771 -2.0513
H 1.4529 0.7898 -0.9292
H -0.1611 1.3598 -1.0497
```

Computed properties:
* HOMO-LUMO gap (spin up / spin down): 8.17 / 4.57 eV
* HOMO (spin up / spin down): -8.93 / -8.18 eV



Most stable structure: P



--- P ---
Entry from the OMol25 dataset: a cluster of 2 separate species, C2H5FO2 in total (ωB97M-V with the def2-TZVPD basis set).

XYZ file:
```
10
C2H5FO2 (ωB97M-V with the def2-TZVPD basis set)
C -0.5365 -1.3800 0.0613
C 0.5330 1.3502 0.2725
O 0.3701 1.7267 -0.9954
O -0.8771 -0.1404 0.4546
F 1.6085 0.5522 0.4836
H -0.2725 -1.3265 -0.9712
H -1.2986 -2.1106 0.1832
H 0.3175 -1.7778 0.7140
H 0.4449 2.0265 1.1474
H -0.2893 1.0798 -1.3499
```

Computed properties:
* HOMO-LUMO gap: 9.35 eV
* HOMO: -9.30 eV



--- Q ---
Entry from the OMol25 dataset: the molecule C2H5FO2 (ωB97M-V with the def2-TZVPD basis set).

XYZ file:
```
10
C2H5FO2 (ωB97M-V with the def2-TZVPD basis set)
O 1.6869 0.1187 0.0310
C 0.3779 -0.2340 -0.2697
C -0.6457 0.2619 0.6591
O -1.8895 0.1759 0.1283
F -0.5031 -0.4254 1.8374
H 1.7076 0.6202 0.8838
H 0.4534 -1.2514 -0.1918
H 0.0208 -0.0922 -1.3069
H -0.2673 1.3289 0.8239
H -2.6087 0.4331 0.7414
```

Computed properties:
* HOMO-LUMO gap: 11.20 eV
* HOMO: -10.48 eV
* SMILES string: OC[C@@H](O)F



Most stable structure: Q